# C10H10F6N3O6S4ScTe4

A molecular structure, C10H10F6N3O6S4ScTe4 in a non-equilibrium geometry (wB97M-V/def2-TZVPD, OMol25).

Values from the calculation:
* frontier orbital gap: 4.318 eV
* relative energy (zero: lowest compared OMol25 entry of this formula, charge and spin): 591.83 kJ/mol
* maximum force: 4.0 eV/Å

Structure (ORCA input):
```
! RIJCOSX wB97M-V def2-TZVPD def2/J DEFGRID3
* xyz -2 1
Sc 0.374 -0.459 0.098
C -1.016 0.403 -2.832
O -0.658 0.996 -1.589
C -1.220 2.282 -1.368
C -2.462 2.250 -0.500
O -2.192 1.815 0.811
C -1.771 2.838 1.694
H -2.085 0.169 -2.860
H -0.442 -0.514 -2.933
H -0.750 1.072 -3.653
H -1.461 2.742 -2.332
H -0.440 2.884 -0.897
H -3.192 1.549 -0.912
H -2.902 3.257 -0.491
H -2.585 3.556 1.863
H -0.896 3.373 1.313
H -1.490 2.362 2.631
Te 4.509 1.642 -3.439
Te 6.523 2.358 -5.136
Te 5.149 0.555 -0.804
Te 2.459 0.487 -1.174
F -3.498 -3.395 -0.207
C -2.482 -3.626 -1.039
F -2.670 -2.938 -2.159
F -2.497 -4.926 -1.337
S -0.820 -3.208 -0.245
O -0.254 -2.181 -1.134
O -0.123 -4.444 -0.201
N -1.187 -2.657 1.230
S -1.873 -1.199 1.293
O -2.385 -0.808 -0.008
O -0.948 -0.290 1.952
C -3.320 -1.348 2.464
F -4.448 -1.293 1.761
F -3.292 -0.345 3.322
F -3.280 -2.499 3.123
S 2.278 -1.480 0.990
C 2.034 0.177 1.947
S 1.295 1.532 1.137
C 2.031 0.159 3.337
C 2.747 -0.842 4.061
N 3.326 -1.649 4.646
C 1.153 0.985 4.094
N 0.430 1.656 4.696
*
```

***

# C3H13N4

3 unconnected molecules or ions with the total composition C3H13N4 in a non-equilibrium geometry (wB97M-V/def2-TZVPD, OMol25).

Values from the calculation:
* frontier orbital gap (alpha / beta): 8.304 / 8.306 eV
* relative energy (zero: lowest compared OMol25 entry of this formula, charge and spin): 557.65 kJ/mol
* maximum force: 4.4 eV/Å

Structure (ORCA input):
```
! RIJCOSX wB97M-V def2-TZVPD def2/J DEFGRID3
* xyz 1 1
C 3.405 -0.219 0.304
C 1.904 0.052 0.509
C -1.864 1.772 0.446
N -1.413 0.767 -0.134
N -3.231 -1.526 0.127
N 0.217 -0.270 -1.109
N 1.329 0.218 -0.792
H 3.816 -0.288 1.213
H 3.449 -1.032 -0.354
H 3.930 0.549 -0.260
H 1.666 0.906 1.011
H 1.211 -0.628 0.905
H -2.767 1.815 1.115
H -2.006 -0.179 -0.105
H -0.143 -0.121 -2.045
H -3.280 -1.537 -0.865
H -4.047 -1.568 0.691
H -1.534 2.686 0.191
H -2.517 -2.109 0.533
H 1.874 0.710 -1.381
*
```

***

# C44H91O

6 unconnected molecules or ions with the total composition C44H91O (wB97M-V/def2-TZVPD, OMol25).

Values from the calculation:
* frontier orbital gap: 3.838 eV
* maximum force: 0.9 eV/Å

Structure (ORCA input):
```
! RIJCOSX wB97M-V def2-TZVPD def2/J DEFGRID3
* xyz -1 1
C 6.055 0.592 0.953
C 5.871 -0.892 0.607
C 4.424 -1.332 0.297
C 3.592 -0.207 -0.233
O 2.226 -0.667 -0.436
C 1.329 0.214 -0.874
C 1.578 1.555 -1.182
C 0.573 2.405 -1.635
C 0.872 3.846 -1.963
C -0.701 1.907 -1.802
C -0.980 0.575 -1.483
C 0.012 -0.271 -1.000
C -0.243 -1.704 -0.558
C -0.171 -1.728 0.985
C -1.606 -2.247 -0.970
H 7.048 0.796 1.361
H 5.349 0.866 1.738
H 5.859 1.214 0.081
H 6.578 -1.134 -0.205
H 6.225 -1.445 1.483
H 4.477 -2.044 -0.538
H 3.932 0.176 -1.225
H 3.537 0.644 0.450
H 2.563 1.987 -1.072
H 0.591 4.522 -1.158
H 1.928 3.966 -2.192
H 0.313 4.127 -2.855
H -1.490 2.539 -2.193
H -1.987 0.221 -1.636
H 0.541 -2.334 -0.968
H -0.781 -0.900 1.358
H -0.566 -2.658 1.392
H 0.844 -1.551 1.329
H -1.742 -3.205 -0.461
H -2.428 -1.618 -0.637
H -1.679 -2.469 -2.035
C -0.648 2.196 2.582
C -0.522 2.685 4.020
C 0.126 1.655 4.944
C -0.638 0.334 5.062
C -2.084 0.465 5.539
C -2.213 1.060 6.939
H -1.295 1.317 2.538
H -1.095 2.963 1.946
H 0.313 1.921 2.144
H -1.511 2.965 4.397
H 0.079 3.599 4.041
H 0.256 2.098 5.937
H 1.133 1.436 4.578
H -0.094 -0.320 5.752
H -0.629 -0.178 4.097
H -2.540 -0.529 5.534
H -2.661 1.068 4.832
H -1.673 0.453 7.669
H -3.260 1.102 7.248
H -1.817 2.075 6.984
C -2.808 1.230 -5.401
C -3.518 2.437 -6.007
C -2.696 3.144 -7.083
C -1.363 3.714 -6.595
C -1.470 4.703 -5.436
C -2.274 5.955 -5.775
H -1.884 1.521 -4.900
H -3.441 0.742 -4.659
H -2.562 0.494 -6.170
H -3.780 3.140 -5.211
H -4.465 2.112 -6.448
H -3.300 3.943 -7.523
H -2.494 2.439 -7.895
H -0.868 4.207 -7.438
H -0.703 2.895 -6.297
H -0.460 5.001 -5.142
H -1.907 4.213 -4.562
H -1.833 6.482 -6.625
H -2.293 6.644 -4.929
H -3.309 5.716 -6.026
C -5.299 -4.389 -1.333
C -4.461 -5.604 -0.949
C -3.426 -5.988 -2.003
C -3.999 -6.398 -3.360
C -4.981 -7.568 -3.317
C -4.361 -8.863 -2.799
H -5.892 -4.572 -2.231
H -5.991 -4.133 -0.529
H -4.661 -3.521 -1.514
H -5.119 -6.451 -0.735
H -3.935 -5.384 -0.016
H -2.806 -6.798 -1.609
H -2.750 -5.141 -2.156
H -3.168 -6.657 -4.023
H -4.494 -5.539 -3.823
H -5.361 -7.739 -4.328
H -5.850 -7.309 -2.705
H -3.512 -9.161 -3.416
H -5.089 -9.676 -2.817
H -4.011 -8.760 -1.771
C -4.309 -2.569 2.082
C -4.026 -2.018 3.477
C -3.291 -3.006 4.380
C -4.050 -4.302 4.669
C -5.426 -4.111 5.305
C -5.375 -3.427 6.668
H -4.965 -3.441 2.112
H -4.795 -1.812 1.464
H -3.378 -2.856 1.589
H -4.964 -1.701 3.945
H -3.414 -1.117 3.383
H -3.044 -2.509 5.323
H -2.332 -3.261 3.918
H -3.437 -4.923 5.330
H -4.164 -4.872 3.743
H -5.894 -5.093 5.419
H -6.075 -3.541 4.634
H -4.759 -3.998 7.366
H -6.375 -3.342 7.098
H -4.961 -2.420 6.599
C 9.853 6.638 0.987
C 9.641 6.067 -0.413
C 8.361 5.245 -0.548
C 8.294 4.003 0.343
C 9.434 3.005 0.152
C 9.485 2.408 -1.251
H 9.955 5.848 1.732
H 10.759 7.245 1.026
H 9.012 7.270 1.279
H 10.508 5.463 -0.694
H 9.601 6.894 -1.128
H 8.239 4.950 -1.594
H 7.503 5.884 -0.315
H 7.346 3.491 0.155
H 8.265 4.308 1.393
H 9.303 2.194 0.871
H 10.396 3.472 0.388
H 8.548 1.902 -1.489
H 10.289 1.674 -1.331
H 9.663 3.172 -2.011
*
```

***

# C4H4N2O2

C4H4N2O2 in the gas phase in a non-equilibrium geometry (wB97M-V/def2-TZVPD, OMol25).

Values from the calculation:
* frontier orbital gap: 9.529 eV
* relative energy (zero: lowest compared OMol25 entry of this formula, charge and spin): 354.35 kJ/mol
* maximum force: 5.2 eV/Å

Structure (ORCA input):
```
! RIJCOSX wB97M-V def2-TZVPD def2/J DEFGRID3
* xyz 0 1
C 0.538 1.286 0.482
C -1.086 -0.856 -0.767
C 0.059 -1.063 0.247
C 0.300 -0.030 1.251
H 0.623 1.708 -1.410
H -1.258 -1.806 -1.313
H -1.761 -0.088 -0.577
H 0.516 -2.008 0.519
N 0.286 1.002 -0.810
N 0.314 -0.468 -0.995
O 0.966 2.294 0.890
O 0.501 0.029 2.483
*
```

***

Q: Which of these has the lowest maximum force?
A: C44H91O

***

Q: Which of these has the highest maximum force?
A: C4H4N2O2

***

Q: Which of these has the lowest maximum force?
A: C44H91O

***

Q: maximum force of number 1 (C10H10F6N3O6S4ScTe4)?
A: 4.0 eV/Å